Record 1
# C30H25F3N6NaO3

C30H25F3N6NaO3 as an isolated structure at a distorted geometry (ωB97M-V with the def2-TZVPD basis set, the OMol25 dataset).

Geometry as XYZ:
```
68
C30H25F3N6NaO3, DFT ωB97M-V with the def2-TZVPD basis set
Na -0.85025 -0.52489 -0.57705
O -4.93860 -1.33953 0.04438
C -3.78090 -1.11202 -0.35782
N -2.64395 -1.33293 0.25676
C -2.76408 -1.89790 1.56948
C -1.50079 -1.80210 2.36573
C -1.29475 -2.64726 3.46111
C -0.11973 -2.55569 4.17866
C 0.82231 -1.61110 3.79649
C 0.51676 -0.79853 2.71861
N -0.60385 -0.88790 2.02354
C -3.60410 -0.53827 -1.74382
C -4.56106 -0.83845 -2.71720
C -4.43305 -0.30670 -3.98394
C -3.35592 0.52981 -4.24202
C -2.46184 0.76677 -3.21165
N -2.57155 0.25741 -1.99756
H -3.06375 -2.95821 1.51973
H -3.56468 -1.38871 2.13603
H -2.05277 -3.36646 3.73979
H 0.06277 -3.20859 5.02318
H 1.76174 -1.51179 4.31937
H 1.20070 -0.02707 2.39569
H -5.38565 -1.48149 -2.44887
H -5.16081 -0.52090 -4.75579
H -3.21990 0.98956 -5.21115
H -1.60974 1.41587 -3.36929
C 0.62647 -4.27705 0.66664
C 1.94726 -4.36692 1.19375
C 2.77697 -3.28935 1.03017
C 2.41576 -2.17846 0.25782
N 1.26616 -2.35385 -0.57929
C 0.28691 -3.25718 -0.13668
C 2.94306 -0.87815 0.42804
C 4.17758 -0.65152 1.09518
C 4.61113 0.62241 1.33105
C 3.83807 1.70069 0.89429
C 2.67598 1.40090 0.20582
N 2.22864 0.18458 -0.03246
H -0.11735 -5.00490 0.95537
H 2.23811 -5.20752 1.80505
H 3.70485 -3.26092 1.58374
H -0.69735 -3.10852 -0.54663
H 4.77836 -1.49225 1.40058
H 5.54723 0.78971 1.84652
H 4.14793 2.71918 1.06785
H 2.05306 2.20068 -0.18232
F 1.24768 6.85015 -0.11931
C 0.00936 6.46838 0.26722
F -0.15578 6.95280 1.50754
F -0.83253 7.18187 -0.52036
C -0.20675 4.99627 0.15489
C 0.08141 4.35445 -1.05550
C -0.13959 2.99241 -1.13151
N -0.62081 2.26092 -0.13247
C -0.89541 2.87763 1.00917
C -0.71108 4.23395 1.21222
H 0.47186 4.91705 -1.89042
H 0.07787 2.44298 -2.03587
H -1.28370 2.24179 1.79175
H -0.94275 4.69992 2.15795
C 2.09128 -0.29644 -3.32473
O 2.24410 -1.19793 -2.25197
C 1.09538 -1.72161 -1.74515
O 0.01861 -1.63691 -2.33014
H 2.86110 -0.52698 -4.05904
H 2.22058 0.72567 -2.95804
H 1.09783 -0.41091 -3.76312
```

Energy relative to the best compared isomer or geometry (same formula, charge and spin)   8.9 kcal/mol
Gap between HOMO and LUMO   4.5491 eV
DFT total energy   -2174.48854 hartree
HOMO energy   -2.5056 eV
Maximum force   1.1 eV Å⁻¹
Total charge   -1

***

Record 2
# C19H30Br3F9N2O8

C19H30Br3F9N2O8 as an isolated structure at a distorted geometry (ωB97M-V with the def2-TZVPD basis set, the OMol25 dataset).

Geometry as XYZ:
```
71
C19H30Br3F9N2O8, DFT ωB97M-V with the def2-TZVPD basis set
C -0.15553 2.42796 -4.83253
C -1.15573 3.03477 -3.86144
O -2.01588 2.36703 -3.31347
N -1.07795 4.37976 -3.77321
C -2.05054 5.30924 -3.20436
H 0.87671 2.67495 -4.59795
H -0.46777 2.86950 -5.78079
H -0.21880 1.34465 -4.87252
H -0.29760 4.82007 -4.22792
H -1.82601 6.28905 -3.61458
H -1.92401 5.35697 -2.12085
H -3.06088 4.98039 -3.43498
C -2.54326 -0.01271 -1.04861
C -1.90763 0.81043 0.07091
O -1.59109 0.26308 1.10622
N -1.74871 2.10695 -0.21497
C -1.02908 3.08392 0.58557
H -3.05276 0.55719 -1.83354
H -3.27688 -0.70768 -0.64550
H -1.81296 -0.53329 -1.67302
H -2.06046 2.43589 -1.11825
H -1.01754 2.71686 1.61053
H -1.58403 4.02107 0.61404
H -0.01241 3.22041 0.22212
C 3.99352 -5.61903 0.51901
C 2.54788 -5.63144 1.00502
O 1.88775 -4.36080 0.93799
C 1.38822 -4.03751 -0.24812
O 1.42243 -4.74534 -1.19688
C 0.85722 -2.59693 -0.31325
F 1.80785 -1.94606 -1.08702
F -0.31036 -2.49468 -0.94580
F 0.83055 -1.92658 0.84933
H 3.93534 -5.74319 -0.56245
H 4.52875 -6.46735 0.93811
H 4.47278 -4.67919 0.78354
H 2.45938 -5.87580 2.06422
H 1.98938 -6.41153 0.48746
C -2.86217 -0.22935 4.30222
C -1.59848 -0.21988 5.16047
O -1.01126 -1.50308 5.11476
C 0.28963 -1.71019 5.01805
O 1.18871 -0.95085 5.15823
C 0.47651 -3.16569 4.55170
F -0.43679 -3.97080 5.09499
F 0.33454 -3.21329 3.22759
F 1.67774 -3.64059 4.84538
H -3.55460 -0.95083 4.74092
H -2.49785 -0.61096 3.34660
H -3.32658 0.74984 4.26414
H -1.89597 0.06012 6.17417
H -0.94355 0.55826 4.76333
C 1.92425 2.43730 -2.02100
C 2.65396 1.30128 -1.28831
O 2.37811 1.34923 0.10223
C 3.17452 2.03194 0.90552
O 4.12994 2.66350 0.56738
C 2.57798 2.09150 2.31681
F 1.25812 1.92226 2.24825
F 3.10832 1.19554 3.13018
F 2.77659 3.31357 2.81902
H 2.37555 2.45923 -3.01280
H 1.98586 3.36413 -1.45323
H 0.85771 2.26448 -2.18665
H 3.70486 1.47740 -1.51783
H 2.33924 0.32003 -1.63216
C -3.58303 -2.08395 -3.49855
Br -5.15034 -3.26562 -3.78789
Br -3.53419 -0.51375 -4.62587
Br -1.88301 -3.02376 -3.62650
H -3.73420 -1.78811 -2.47322
```

Energy relative to the best compared isomer or geometry (same formula, charge and spin)   12.9 kcal/mol
Gap between HOMO and LUMO   9.4612 eV
DFT total energy   -10074.29942 hartree
HOMO energy   -9.4535 eV
Maximum force   2.0 eV Å⁻¹
Total charge   0

***

Record 3
# C8H9ClGaI2LuO8S

C8H9ClGaI2LuO8S as an isolated structure at a distorted geometry (ωB97M-V with the def2-TZVPD basis set, the OMol25 dataset).

Geometry as XYZ:
```
31
C8H9ClGaI2LuO8S, DFT ωB97M-V with the def2-TZVPD basis set
I 4.85102 -0.38121 0.64068
I 4.12624 2.05923 0.51628
Ga -0.17785 1.65705 0.57551
Lu 0.12623 -1.66812 1.65076
S 0.72448 -0.31696 -0.34885
C -2.08366 -1.33527 1.01182
C -1.28620 -2.92757 3.07206
C 0.31461 -0.11766 -2.37359
C 1.18686 1.05483 -2.85824
C -1.16039 0.12369 -2.56005
C 0.78701 -1.51225 -2.80409
C -0.45053 1.93104 2.51895
C -1.71039 2.82503 -0.19364
O -1.95062 -3.36377 3.89615
O -3.07381 -0.86016 0.74308
O -0.95660 2.30741 3.50673
O -2.70721 3.36422 -0.57078
H 1.17542 1.07523 -3.95246
H 2.23398 0.93391 -2.52423
H 0.78101 2.03245 -2.50157
H -1.19810 0.12779 -3.65161
H -1.48508 1.09258 -2.13648
H -1.76644 -0.69402 -2.14401
H 0.69336 -1.48497 -3.90757
H 0.10258 -2.26372 -2.36004
H 1.83594 -1.68940 -2.47161
O 0.70896 -1.72512 4.10330
Cl 0.22199 -0.36568 3.92337
O -1.10692 -0.43611 3.21743
O 0.16009 0.35852 5.12670
O 1.08400 0.19901 2.85599
```

Energy relative to the best compared isomer or geometry (same formula, charge and spin)   0.0 kcal/mol
Gap between HOMO and LUMO (alpha / beta)   7.5247 / 4.3860 eV
DFT total energy   -5524.18451 hartree
HOMO energy (alpha / beta)   -22.7615 / -21.0411 eV
Maximum force   8.8 eV Å⁻¹
Total charge   +4

***

Record 4
# C22H36CrF5N3O7Si4Te2

C22H36CrF5N3O7Si4Te2 as an isolated structure at a distorted geometry (ωB97M-V with the def2-TZVPD basis set, the OMol25 dataset).

Geometry as XYZ:
```
80
C22H36CrF5N3O7Si4Te2, DFT ωB97M-V with the def2-TZVPD basis set
Cr 1.92724 1.06489 1.07868
O 5.76224 -0.20741 0.13758
C 4.43774 -0.09141 0.52058
O 3.66154 -1.10971 0.12638
C 4.35014 0.02169 2.03708
C 5.33814 -0.12961 2.98618
C 4.97474 -0.03711 4.32828
C 3.64754 0.18869 4.66638
C 2.72124 0.35899 3.65098
N 3.08624 0.27789 2.36498
C 1.23764 0.58309 3.79468
O 0.67244 0.49699 4.87118
O 0.64744 0.80179 2.66408
H 5.74744 -0.31291 -0.82802
H 6.35664 -0.29261 2.67548
H 5.72584 -0.14271 5.09798
H 3.32364 0.27489 5.69078
O 2.44774 2.86229 1.79998
N 1.81304 3.84279 1.27768
N 0.91034 3.49879 0.44028
O 0.67354 2.23369 0.19168
C 0.17463 4.47239 -0.24012
C 0.27514 5.80749 0.14668
C -0.47897 6.75439 -0.51602
C -1.31976 6.37599 -1.55222
C -1.38886 5.04989 -1.94912
C -0.64046 4.08579 -1.29962
H 0.93854 6.07809 0.95248
H -0.41267 7.79269 -0.22182
H -1.90936 7.12469 -2.05922
H -2.02586 4.77119 -2.77502
H -0.65626 3.05349 -1.61422
C -2.46866 -0.60821 2.76488
Si -2.87006 -0.39861 0.90168
C -2.69846 1.46929 0.49688
C -4.67196 -0.99961 0.58638
Si -1.40226 -1.58931 -0.59582
Te 0.75554 -1.01111 0.50558
Si -1.14566 -3.93851 0.11708
C -1.08386 -4.10991 2.03848
C 0.38874 -4.86561 -0.57412
C -2.70436 -4.97551 -0.38112
Si -1.50806 -1.15411 -3.08002
C 0.08693 -1.74421 -3.93892
C -1.97856 0.64269 -3.58972
C -3.03636 -2.23041 -3.58732
H -3.15536 -0.07391 3.41608
H -1.47476 -0.21511 2.95888
H -2.46766 -1.64981 3.06568
H -3.24236 2.12509 1.17198
H -3.01196 1.69509 -0.51722
H -1.64316 1.72309 0.57178
H -5.39336 -0.51991 1.23948
H -4.74736 -2.06881 0.74228
H -4.97156 -0.80581 -0.43582
H -0.42316 -3.34971 2.44698
H -0.70956 -5.07761 2.35798
H -2.06396 -3.97511 2.48178
H 1.28844 -4.40001 -0.18202
H 0.43294 -4.78061 -1.65472
H 0.41194 -5.92241 -0.32002
H -3.61436 -4.50181 -0.03452
H -2.66586 -5.96991 0.04948
H -2.79026 -5.08981 -1.45382
H 0.90954 -1.12691 -3.58112
H 0.04844 -1.64651 -5.01992
H 0.32594 -2.77401 -3.69332
H -1.07636 1.24339 -3.64782
H -2.64646 1.10329 -2.86772
H -2.46897 0.67089 -4.56012
H -2.91086 -3.27231 -3.32172
H -3.21196 -2.17701 -4.65672
H -3.92936 -1.87631 -3.08622
F 4.47944 -0.02301 -2.30752
Te 2.66354 0.27069 -1.39982
F 1.28534 -2.11991 -1.14952
F 0.33564 0.50249 -1.70662
F 2.43174 2.23809 -1.57092
F 2.44454 0.69439 -3.44532
O 3.87994 1.11399 0.00128
```

Energy relative to the best compared isomer or geometry (same formula, charge and spin)   126.9 kcal/mol
Gap between HOMO and LUMO (alpha / beta)   6.3954 / 6.7373 eV
DFT total energy   -4788.75457 hartree
⟨S²⟩   0.771
HOMO energy (alpha / beta)   -5.6602 / -5.6343 eV
Maximum force   8.0 eV Å⁻¹
Total charge   -1
Multiplicity   2

***

Record 5
# C4H8N2O

C4H8N2O in the gas phase (ωB97M-V with the def2-TZVPD basis set, the OMol25 dataset).

Geometry as XYZ:
```
15
C4H8N2O, DFT ωB97M-V with the def2-TZVPD basis set
C -1.59332 -1.42475 -0.06419
C -0.41014 -0.70134 -0.66865
C -0.65193 0.74187 -0.78175
N 0.03554 0.39475 0.48028
C 1.41680 0.49943 0.84260
O 1.71002 0.42936 2.01319
N 2.27223 0.73099 -0.17536
H -2.31617 -0.79742 0.50134
H -2.16196 -1.89661 -0.87171
H -1.27199 -2.24747 0.58222
H -0.07058 1.34693 -1.47415
H -1.61577 1.20891 -0.55676
H -0.54975 0.40916 1.31341
H 1.94500 0.68732 -1.12378
H 3.26203 0.61886 -0.01668
```

Energy relative to the best compared isomer or geometry (same formula, charge and spin)   82.2 kcal/mol
Gap between HOMO and LUMO   8.7522 eV
DFT total energy   -341.87263 hartree
HOMO energy   -7.8743 eV
Maximum force   0.4 eV Å⁻¹
Total charge   0